No. 1
C11H23N3O6Pr as an isolated structure. Source: the Open Molecules 2025 dataset; level of theory: ωB97M-V/def2-TZVPD.

Cartesian coordinates (Å):
O (-0.986, -3.903, 1.876)
H (-1.762, -3.447, 1.489)
Pr (-0.447, 0.150, 0.146)
N (0.729, 0.334, -1.816)
N (-1.224, 2.034, -1.158)
O (1.845, -0.500, -2.071)
O (-2.476, 2.686, -0.977)
C (0.335, 1.212, -2.783)
C (-0.773, 2.079, -2.453)
C (1.065, 1.305, -4.092)
C (-1.320, 3.040, -3.466)
H (1.672, 0.381, -4.218)
H (1.764, 2.184, -4.097)
H (0.352, 1.421, -4.950)
H (-1.945, 3.798, -2.947)
H (-1.944, 2.522, -4.239)
H (-0.481, 3.547, -4.010)
H (1.861, -1.287, -1.475)
H (-2.832, 2.479, -0.088)
O (0.948, 2.516, 0.711)
H (1.557, 1.843, 0.329)
H (0.339, 2.650, -0.077)
C (-2.374, -1.152, -0.691)
H (-2.447, -2.222, -0.475)
H (-1.846, -0.716, -1.588)
H (-2.914, -0.357, -0.125)
O (1.515, -3.667, -0.602)
H (1.031, -4.171, 0.063)
H (0.826, -3.151, -1.039)
O (-1.782, 0.945, 2.066)
C (-0.544, 0.921, 3.046)
C (0.400, -0.327, 2.993)
C (0.774, -0.991, 4.152)
C (1.734, -2.019, 4.025)
C (2.268, -2.428, 2.784)
C (1.825, -1.735, 1.656)
N (1.048, -0.626, 1.840)
H (-2.277, 0.102, 2.135)
H (-0.012, 1.867, 2.836)
H (-1.013, 0.988, 4.035)
H (0.319, -0.604, 5.080)
H (2.059, -2.529, 4.927)
H (3.010, -3.226, 2.637)
H (2.122, -1.951, 0.609)

## Properties
2S+1 ... 3
Molar mass ... 434.23 g mol⁻¹
Frontier orbital gap (spin up / spin down) ... 2.567 / 3.122 eV
Charge ... +1

***

No. 2
C49H47BN11O4SSiSn as an isolated structure. Source: the Open Molecules 2025 dataset; level of theory: ωB97M-V/def2-TZVPD.

Cartesian coordinates (Å):
Sn (-0.306, 0.764, -0.074)
C (-0.880, 0.962, 4.240)
C (-0.237, 1.515, 3.136)
N (-1.057, 1.579, 2.089)
N (-2.252, 1.087, 2.509)
C (-2.159, 0.701, 3.790)
B (-3.494, 1.140, 1.582)
N (-3.481, -0.104, 0.665)
C (-4.198, -1.243, 0.667)
C (-3.790, -2.016, -0.399)
C (-2.768, -1.271, -0.991)
N (-2.588, -0.126, -0.348)
N (-3.464, 2.420, 0.692)
C (-4.434, 3.360, 0.622)
C (-4.104, 4.243, -0.381)
C (-2.889, 3.749, -0.879)
N (-2.510, 2.663, -0.225)
N (-4.787, 1.194, 2.393)
C (-6.038, 0.906, 1.955)
C (-6.931, 1.322, 2.910)
C (-6.118, 1.878, 3.915)
N (-4.838, 1.810, 3.597)
H (-0.478, 0.772, 5.219)
H (0.784, 1.852, 3.033)
H (-3.011, 0.295, 4.305)
H (-4.930, -1.441, 1.431)
H (-4.156, -2.987, -0.679)
H (-2.127, -1.529, -1.818)
H (-5.285, 3.338, 1.280)
H (-4.658, 5.108, -0.700)
H (-2.270, 4.134, -1.677)
H (-6.202, 0.453, 0.992)
H (-8.004, 1.236, 2.886)
H (-6.412, 2.325, 4.852)
O (2.929, -1.023, -0.253)
S (3.814, 0.094, -0.308)
O (4.964, 0.156, 0.551)
N (2.850, 1.442, -0.075)
C (3.371, 2.646, -0.014)
C (4.754, 2.973, -0.213)
C (5.229, 4.267, -0.114)
C (4.371, 5.309, 0.173)
C (2.982, 5.074, 0.346)
C (2.090, 6.134, 0.601)
C (0.756, 5.866, 0.725)
C (0.330, 4.535, 0.594)
N (1.142, 3.521, 0.370)
C (2.456, 3.770, 0.252)
C (4.320, 0.242, -1.998)
C (3.416, 0.719, -2.940)
C (3.780, 0.712, -4.277)
C (5.022, 0.219, -4.660)
C (5.907, -0.265, -3.710)
C (5.559, -0.257, -2.366)
H (5.456, 2.182, -0.423)
H (6.283, 4.456, -0.263)
H (4.742, 6.323, 0.260)
H (2.477, 7.142, 0.690)
H (0.032, 6.644, 0.922)
H (-0.716, 4.280, 0.702)
H (2.439, 1.076, -2.630)
H (3.090, 1.083, -5.024)
H (5.298, 0.210, -5.707)
H (6.869, -0.657, -4.013)
H (6.237, -0.625, -1.607)
C (-1.095, -1.036, -4.558)
N (-0.306, 0.048, -5.132)
C (-0.116, 0.129, -6.572)
C (0.212, 0.941, -4.257)
C (1.013, 2.111, -4.781)
O (0.028, 0.820, -3.049)
H (-1.460, -1.671, -5.360)
H (-1.941, -0.636, -3.997)
H (-0.491, -1.631, -3.870)
H (-0.617, -0.717, -7.034)
H (0.939, 0.079, -6.847)
H (-0.547, 1.040, -6.990)
H (1.205, 2.102, -5.849)
H (1.961, 2.138, -4.244)
H (0.473, 3.022, -4.525)
O (-0.180, -1.127, 0.602)
Si (0.173, -2.548, 1.259)
C (0.974, -3.687, -0.005)
C (1.056, -5.068, 0.186)
C (1.675, -5.891, -0.745)
C (2.216, -5.348, -1.902)
C (2.126, -3.980, -2.124)
C (1.513, -3.166, -1.183)
C (-1.443, -3.380, 1.782)
C (-2.063, -2.953, 2.962)
C (-3.318, -3.408, 3.339)
C (-3.989, -4.328, 2.543)
C (-3.395, -4.775, 1.371)
C (-2.147, -4.294, 0.997)
C (1.161, -2.477, 2.855)
C (1.652, -1.282, 3.378)
C (2.377, -1.242, 4.559)
C (2.636, -2.418, 5.249)
C (2.156, -3.622, 4.752)
C (1.424, -3.645, 3.574)
H (0.617, -5.517, 1.071)
H (1.733, -6.958, -0.568)
H (2.700, -5.989, -2.628)
H (2.539, -3.549, -3.029)
H (1.453, -2.096, -1.360)
H (-1.547, -2.244, 3.604)
H (-3.772, -3.053, 4.257)
H (-4.964, -4.697, 2.837)
H (-3.910, -5.493, 0.743)
H (-1.711, -4.645, 0.067)
H (1.469, -0.362, 2.837)
H (2.753, -0.298, 4.935)
H (3.208, -2.398, 6.168)
H (2.350, -4.545, 5.286)
H (1.041, -4.595, 3.217)

## Properties
2S+1 ... 2
Molar mass ... 1043.66 g mol⁻¹
Frontier orbital gap (spin up / spin down) ... 7.510 / 5.374 eV

***

No. 3
A 5-piece molecular cluster, C2H16N2O4 overall. Source: the Open Molecules 2025 dataset; level of theory: ωB97M-V/def2-TZVPD.

Cartesian coordinates (Å):
N (-0.263, -2.342, -1.269)
C (0.228, -2.112, 0.109)
C (-0.788, -0.999, 0.683)
N (-0.312, -0.618, 2.121)
H (-1.264, -2.160, -1.268)
H (-0.248, -3.263, -1.648)
H (1.132, -1.467, -0.014)
H (0.275, -3.003, 0.700)
H (-0.755, -0.217, -0.142)
H (-1.739, -1.591, 0.706)
H (0.300, 0.184, 2.068)
H (-1.128, -0.331, 2.683)
O (1.949, 0.874, 0.679)
H (2.796, 1.301, 0.579)
H (1.304, 1.619, 0.868)
O (-1.221, 2.009, -1.176)
H (-1.472, 2.505, -1.910)
H (-0.578, 1.258, -1.554)
O (-0.002, 2.738, 0.906)
H (-0.587, 3.062, 1.614)
H (-0.546, 2.509, 0.141)
O (0.855, 0.285, -1.839)
H (0.659, -0.679, -1.935)
H (1.403, 0.438, -1.101)

## Properties
SMILES string ... NCCN.O.O.O.O
Molar mass ... 132.16 g mol⁻¹
Frontier orbital gap ... 9.887 eV

***

No. 4
A 2-piece molecular cluster, C6H12N2S overall. Source: the Open Molecules 2025 dataset; level of theory: ωB97M-V/def2-TZVPD.

Cartesian coordinates (Å):
C (-0.207, 0.703, -2.237)
C (0.610, -1.941, -2.062)
C (1.088, 0.715, 0.832)
C (-0.529, -1.049, 0.263)
C (0.380, 1.765, 1.583)
C (-1.684, -0.331, 0.992)
N (2.073, 0.088, 1.347)
N (2.960, -0.319, 1.898)
S (-0.564, -0.866, -1.517)
H (-1.216, 1.092, -2.540)
H (0.428, 0.549, -3.095)
H (0.610, -2.774, -1.393)
H (0.739, -1.901, -3.210)
H (0.987, 0.686, -0.225)
H (-0.354, -2.156, 0.588)
H (-0.434, 2.055, 0.951)
H (0.998, 2.597, 1.752)
H (-0.069, 1.476, 2.572)
H (-1.585, -0.373, 2.081)
H (-2.654, -0.714, 0.667)
H (-1.577, 0.700, 0.755)

## Properties
Molar mass ... 144.24 g mol⁻¹
Frontier orbital gap (spin up / spin down) ... 6.173 / 6.948 eV

***

No. 5
A 2-piece molecular cluster, C2H7NO overall. Source: the Open Molecules 2025 dataset; level of theory: ωB97M-V/def2-TZVPD.

Cartesian coordinates (Å):
C (-1.922, 0.573, 1.164)
N (-1.321, 0.146, 0.155)
H (-1.372, 1.170, 1.892)
H (-2.921, 0.305, 1.504)
H (-1.914, -0.570, -0.274)
C (1.974, -0.220, -0.876)
O (0.751, -0.863, -0.613)
H (2.295, 0.293, 0.037)
H (2.607, -0.982, -1.324)
H (1.829, 0.582, -1.625)
H (-0.006, -0.434, -0.041)

## Properties
SMILES string ... C=N.CO
Molar mass ... 61.08 g mol⁻¹
Frontier orbital gap ... 9.509 eV

***

No. 6
A 24-piece molecular cluster, H46IO23 overall. Source: the Open Molecules 2025 dataset; level of theory: ωB97M-V/def2-TZVPD.

Cartesian coordinates (Å):
I (0.109, -0.002, -0.264)
O (1.208, 0.095, 4.244)
H (0.440, -0.043, 4.798)
H (1.202, -0.646, 3.638)
O (-0.219, -2.574, 2.674)
H (-0.961, -2.277, 3.201)
H (-0.290, -2.078, 1.858)
O (-2.368, -0.561, -3.030)
H (-1.589, -0.322, -2.527)
H (-3.078, -0.556, -2.389)
O (-4.013, -0.338, -1.036)
H (-4.254, -1.001, -0.389)
H (-3.871, 0.458, -0.522)
O (-2.660, 1.928, -4.230)
H (-2.784, 1.002, -4.022)
H (-3.540, 2.303, -4.189)
O (-0.604, -5.187, 1.844)
H (-1.510, -5.411, 2.059)
H (-0.519, -4.267, 2.094)
O (1.053, -0.701, -3.645)
H (1.190, -0.681, -2.698)
H (0.564, -1.508, -3.800)
O (0.216, 2.530, -4.533)
H (-0.702, 2.408, -4.291)
H (0.591, 1.650, -4.499)
O (-1.271, -3.699, -1.903)
H (-1.002, -3.494, -2.799)
H (-1.489, -2.850, -1.518)
O (-4.375, -1.681, 1.201)
H (-4.032, -2.553, 1.008)
H (-3.940, -1.427, 2.015)
O (1.967, 3.139, -0.374)
H (1.729, 2.319, -0.806)
H (2.862, 2.997, -0.066)
O (-2.504, -1.146, 3.457)
H (-2.832, -1.110, 4.356)
H (-2.491, -0.232, 3.171)
O (2.024, -3.059, 4.165)
H (2.622, -3.620, 3.671)
H (1.280, -2.928, 3.578)
O (-2.774, 1.432, 2.649)
H (-1.978, 1.863, 2.960)
H (-2.705, 1.460, 1.695)
O (4.204, 0.778, -1.089)
H (4.795, 0.212, -1.587)
H (3.931, 1.449, -1.714)
O (1.914, -4.476, -0.517)
H (0.973, -4.448, -0.691)
H (2.196, -5.324, -0.860)
O (0.610, 4.772, -2.731)
H (-0.099, 4.497, -2.150)
H (0.992, 3.953, -3.047)
O (3.877, 2.649, -2.968)
H (3.214, 2.159, -3.454)
H (4.328, 3.168, -3.634)
O (0.016, 2.002, 2.731)
H (0.307, 1.809, 1.839)
H (0.337, 1.267, 3.252)
O (-2.672, 2.018, -0.211)
H (-2.122, 2.785, -0.373)
H (-2.117, 1.273, -0.439)
O (-0.716, 4.116, -0.246)
H (0.158, 3.768, -0.072)
H (-0.935, 4.619, 0.538)
O (3.337, -0.895, 0.872)
H (2.438, -1.182, 0.716)
H (3.541, -0.327, 0.129)
O (4.503, -0.299, 3.196)
H (4.205, 0.601, 3.327)
H (4.082, -0.576, 2.383)

## Properties
Molar mass ... 541.25 g mol⁻¹
Frontier orbital gap ... 8.441 eV
Charge ... -1